one.
Computed, not measured: a 2-piece molecular cluster, C8H8 overall, with wB97M-V/def2-TZVPD.

The calculation puts the gap between HOMO and LUMO at 0.367 hartree. The LUMO energy is 0.856 eV. The SMILES is c1ccccc1.C#C.

Atoms and positions in Å:
C 0.11405 0.83363 -0.42186
C -1.14177 1.44312 0.00086
C -2.25949 0.54578 0.20951
C 2.82561 0.08590 -0.33840
C -2.05055 -0.83340 0.36882
C -0.86154 -1.39898 -0.07824
C 0.12312 -0.54558 -0.63174
C 3.23055 -0.03153 0.81501
H -1.16343 2.45423 0.45142
H -0.52699 -2.42956 0.05717
H -2.89700 -1.26218 0.81119
H 2.17783 -0.30525 -1.24194
H 3.99503 0.03019 1.71880
H -3.31394 0.82856 0.55214
H 0.95920 -1.21387 -0.99262
H 0.88942 1.30427 -0.89999

Atom charges from the Löwdin analysis, given in e for atoms 1 to 5:
1 C -0.097
2 C -0.042
3 C -0.094
4 C -0.081
5 C -0.110

=====

two.
Computed, not measured: a 2-piece molecular cluster, C8H8 overall, with wB97M-V/def2-TZVPD.

The calculation puts the gap between HOMO and LUMO at 0.324 hartree. The LUMO energy is 0.843 eV. The SMILES is c1ccccc1.C#C.

Atoms and positions in Å:
C 0.14476 0.33237 -0.69382
C -0.77633 0.42847 0.38228
C 0.82271 2.62605 -0.37282
C -1.17624 -0.81798 0.94080
C 0.58995 2.07680 0.64138
C 0.80976 -0.79313 -0.86297
C -0.52979 -1.95182 0.57549
C 0.44852 -2.02925 -0.35438
H 1.49558 -0.70057 -1.70195
H -0.85486 -2.89000 1.18328
H 1.13780 -2.84855 -0.71886
H 0.72608 2.95173 -1.39121
H -2.14184 -0.88834 1.59524
H -1.36052 1.40332 0.37050
H 0.42897 1.73738 1.70390
H 0.23545 1.36353 -1.29685

Atom charges from the Löwdin analysis, given in e for atoms 1 to 5:
1 C -0.184
2 C -0.157
3 C -0.034
4 C -0.096
5 C -0.083

=====

The data favor one; the next most stable structure lies 0.0613 hartree above it.

=====

one.
Computed, not measured: C8H8 as an isolated structure, with wB97M-V/def2-TZVPD.

The calculation puts the gap between HOMO and LUMO at 0.316 hartree. The LUMO energy is -0.064 eV.

Atoms and positions in Å:
C 1.62483 0.00651 1.01290
C 2.79419 -0.07662 -0.06227
C -0.57238 0.73484 -0.02336
C 0.49716 -0.21504 -0.00105
C -0.84819 2.00844 0.22868
C 1.73302 -0.56895 -0.94076
C -1.17470 -0.57841 -0.03597
C -2.29436 -1.26008 -0.22464
H -3.22694 -0.70642 -0.43052
H -1.83956 2.25619 0.24669
H 1.87777 -0.81725 1.85186
H 1.69854 1.03668 1.39609
H 1.63994 -0.42608 -1.99986
H -2.52926 -2.32037 0.02286
H 1.95189 -1.62948 -0.87311
H -0.23024 2.81941 0.48751

Atom charges from the Löwdin analysis, given in e for atoms 1 to 5:
1 C -0.171
2 C 0.112
3 C -0.273
4 C -0.226
5 C 0.100

=====

two.
Computed, not measured: a 2-piece molecular cluster, C8H8 overall, with wB97M-V/def2-TZVPD.

The calculation puts the gap between HOMO and LUMO at 0.350 hartree. The LUMO energy is 0.496 eV. The SMILES is c1ccccc1.C#C.

Atoms and positions in Å:
C -0.21274 -1.05835 -0.16286
C -0.45820 0.38428 -0.13552
C 2.23389 -0.35434 0.04583
C 0.49917 1.26783 -0.17678
C -2.44776 -0.51001 -0.22127
C -3.10734 0.40779 0.17496
C 1.91501 1.00947 -0.08345
C 1.18607 -1.28640 0.12659
H 0.54991 2.53474 0.02580
H -0.92780 -1.86885 0.01073
H 1.55796 -2.34395 0.40472
H 2.63315 1.85916 -0.01753
H -1.45702 0.64715 -0.14987
H 3.28136 -0.83436 0.13365
H -3.47932 1.21573 1.00452
H -1.76635 -1.06988 -0.97951

Atom charges from the Löwdin analysis, given in e for atoms 1 to 5:
1 C -0.095
2 C -0.174
3 C -0.123
4 C -0.113
5 C -0.127

=====

three.
Computed, not measured: a 2-piece molecular cluster, C8H8 overall, with wB97M-V/def2-TZVPD.

The calculation puts the gap between HOMO and LUMO at 0.375 hartree. The LUMO energy is 0.907 eV. The SMILES is c1ccccc1.C#C.

Atoms and positions in Å:
C -0.37509 -1.56906 -0.94145
C -1.24449 1.14770 -0.66669
C 3.16724 0.81292 2.94029
C -1.83356 0.10027 0.05738
C -1.36803 -1.27118 -0.02467
C -0.46016 0.69310 -1.73212
C 0.03624 -0.50772 -1.89350
C 2.07521 0.59705 2.29203
H -1.86002 -1.92077 0.68383
H -2.74990 0.02173 0.81708
H 0.12552 1.49563 -2.20774
H 0.59182 -0.59495 -2.88449
H 1.19281 0.45944 1.78791
H -0.03153 -2.59792 -1.27199
H 4.16155 0.83278 3.42544
H -1.41438 2.28557 -0.53770

Atom charges from the Löwdin analysis, given in e for atoms 1 to 5:
1 C -0.071
2 C -0.096
3 C -0.002
4 C -0.108
5 C -0.118

=====

The data favor three; the next most stable structure lies 0.1448 hartree above it.

=====

one.
Computed, not measured: one molecule with the formula C2H3F3, with wB97M-V/def2-TZVPD.

The calculation puts the gap between HOMO and LUMO at 0.523 hartree. The LUMO energy is 0.992 eV. The SMILES is CC(F)(F)F.

Atoms and positions in Å:
F 0.63541 0.66595 1.47940
F 1.64009 -0.63045 -0.04338
F -0.17351 -1.35142 1.04721
C -0.47129 0.29863 -0.54489
C 0.43667 -0.27770 0.50522
H -1.40829 0.62921 -0.06326
H 0.00875 1.12498 -1.06453
H -0.66783 -0.45920 -1.31577

Atom charges from the Löwdin analysis, given in e for atoms 1 to 5:
1 F 0.099
2 F 0.105
3 F 0.119
4 C 0.020
5 C -0.635

=====

two.
Computed, not measured: one molecule with the formula C2H3F3, with wB97M-V/def2-TZVPD.

The calculation puts the gap between HOMO and LUMO at 0.537 hartree. The LUMO energy is 0.968 eV. The SMILES is CC(F)(F)F.

Atoms and positions in Å:
F -0.99942 1.22713 -0.63957
F -1.41541 -0.05310 1.07013
F -1.11937 -0.97781 -0.85490
C 0.73327 -0.05652 0.14120
C -0.68345 -0.00421 -0.08275
H 1.11323 -0.86528 0.71455
H 1.18990 -0.19195 -0.84725
H 1.18125 0.92175 0.49859

Atom charges from the Löwdin analysis, given in e for atoms 1 to 5:
1 F 0.082
2 F 0.103
3 F 0.158
4 C 0.017
5 C -0.681

=====

The data favor one; the next most stable structure lies 0.0056 hartree above it.

=====

one.
Computed, not measured: a 3-piece molecular cluster, C4H14O2 overall, with wB97M-V/def2-TZVPD.

The calculation puts the gap between HOMO and LUMO at 0.414 hartree. The LUMO energy is 0.673 eV. The SMILES is CC(C)C.O.O.

Atoms and positions in Å:
O 1.83894 -1.86986 0.37996
O 2.67126 0.30686 1.43488
C -1.82467 1.48098 -0.70573
C -0.88869 -0.28066 0.95251
C 0.21666 0.14715 -1.47191
C -1.05694 0.11863 -0.56983
H -1.27960 2.31626 -0.19272
H -0.00284 0.18061 1.33794
H 2.41521 0.64092 2.28656
H 2.53870 -0.66810 1.36116
H 1.20374 -2.65887 0.53785
H 0.16765 -0.48245 -2.37357
H -2.76641 1.36968 -0.15233
H 1.70345 -1.47949 -0.48506
H -0.84337 -1.38676 1.22237
H -1.82842 -0.01111 1.42882
H 0.54583 1.13956 -1.64581
H -1.82587 -0.61957 -0.88605
H -2.06101 1.93269 -1.67622
H 1.07639 -0.17647 -0.78284

Atom charges from the Löwdin analysis, given in e for atoms 1 to 5:
1 O -0.096
2 O -0.090
3 C -0.108
4 C -0.083
5 C -0.065

=====

two.
Computed, not measured: a 3-piece molecular cluster, C4H14O2 overall, with wB97M-V/def2-TZVPD.

The calculation puts the gap between HOMO and LUMO at 0.441 hartree. The LUMO energy is 0.775 eV. The SMILES is CCCC.O.O.

Atoms and positions in Å:
O 3.64870 1.46779 0.37690
O 3.69242 5.01519 -2.43709
C -2.86905 -2.32320 0.20452
C -0.45878 -1.32739 0.11027
C -0.51914 -0.88756 1.59611
C -1.85803 -1.39237 -0.51652
H 0.10204 -0.59360 -0.45786
H -2.31905 -0.41104 -0.34259
H -2.57940 -3.36947 0.18432
H 0.34717 -0.26837 1.82325
H -0.61516 -1.77505 2.22252
H 3.15456 1.76937 -0.39074
H -3.87356 -2.12283 -0.13408
H 3.09086 5.47923 -3.02790
H -1.85108 -1.52480 -1.59351
H 4.13373 5.66890 -1.89124
H -2.72843 -2.04342 1.24862
H 2.99280 1.29288 1.05683
H -0.07432 -2.34837 0.13378
H -1.41628 -0.30591 1.83441

Atom charges from the Löwdin analysis, given in e for atoms 1 to 5:
1 O -0.057
2 O -0.060
3 C -0.104
4 C -0.257
5 C -0.119

=====

The data favor two; the next most stable structure lies 0.0202 hartree above it.